(A)
{
  "formula": "C4H14N3",
  "method": "ωB97M-V with the def2-TZVPD basis set",
  "gap_ev": 11.42,
  "e_homo_ev": -13.86,
  "molar_mass_g_mol": 104.18,
  "lumo_energy_ev": -2.44,
  "total_charge": 1,
  "multiplicity": 1,
  "species": ["C", "N", "C", "N", "H", "H", "H", "H", "H", "H", "H", "C", "C", "N", "H", "H", "H", "H", "H", "H", "H"],
  "xyz": [[3.4021, 1.5744, 0.1738], [-0.2540, 1.1283, 0.3546], [0.9952, 1.1048, 0.0168], [2.0012, 1.7905, 0.5307], [3.9345, 2.5158, 0.2712], [3.4695, 1.2246, -0.8524], [3.8622, 0.8466, 0.8429], [-0.5106, 1.7443, 1.1097], [-1.2409, 0.4888, -0.1444], [1.2535, 0.5141, -0.8622], [1.8433, 2.1978, 1.4457], [-1.0720, -2.3435, -0.1875], [-2.3123, -1.4948, 0.0291], [-2.2514, -0.1799, -0.6616], [-0.1762, -1.8980, 0.2453], [-1.2548, -3.2562, 0.3833], [-0.8988, -2.6297, -1.2222], [-3.1748, -2.0728, -0.3039], [-2.4536, -1.2726, 1.0859], [-2.0195, -0.2981, -1.6483], [-3.1426, 0.3155, -0.6065]]
}

(B)
{
  "formula": "C4H14N3",
  "method": "ωB97M-V with the def2-TZVPD basis set",
  "gap_ev": 10.29,
  "e_homo_ev": -13.11,
  "molar_mass_g_mol": 104.18,
  "lumo_energy_ev": -2.81,
  "total_charge": 1,
  "multiplicity": 1,
  "species": ["C", "C", "C", "N", "H", "H", "H", "H", "H", "H", "H", "H", "H", "H", "N", "C", "N", "H", "H", "H", "H"],
  "xyz": [[2.2086, 0.3910, 1.8121], [0.8305, 0.3072, 1.1340], [0.2258, 1.6185, 0.6564], [1.0081, -0.6112, -0.0420], [2.5965, -0.5852, 2.0640], [2.9323, 0.9338, 1.1286], [2.1675, 0.9448, 2.7777], [0.1378, -0.2024, 1.7774], [0.8676, 2.0785, -0.1506], [0.1766, 2.3295, 1.5058], [-0.7323, 1.3887, 0.2389], [1.2576, -1.5638, 0.2142], [0.1999, -0.6748, -0.6690], [1.7481, -0.2661, -0.6436], [-2.7453, -0.0430, -1.3287], [-2.1621, -1.2415, -1.5740], [-0.9438, -1.3047, -2.0770], [-2.4043, 0.7933, -1.7949], [-3.7121, -0.0263, -1.0429], [-2.8396, -2.0809, -1.3942], [-0.8174, -2.1855, -2.5921]]
}

(C)
{
  "formula": "C4H14N3",
  "method": "ωB97M-V with the def2-TZVPD basis set",
  "gap_ev": 10.17,
  "e_homo_ev": -13.21,
  "molar_mass_g_mol": 104.18,
  "lumo_energy_ev": -3.05,
  "total_charge": 1,
  "multiplicity": 1,
  "species": ["C", "C", "N", "H", "H", "H", "H", "H", "C", "N", "C", "N", "H", "H", "H", "H", "H", "H", "H", "H", "H"],
  "xyz": [[-2.3509, 0.0576, 1.1921], [-2.3823, 1.1211, 0.4073], [-1.2888, 2.0699, 0.3943], [-1.5360, -0.0284, 1.9015], [-3.0852, -0.7269, 1.2050], [-3.1560, 1.3479, -0.3154], [-0.9805, 2.2209, 1.3453], [-1.5858, 2.9717, 0.0284], [2.0607, -0.8372, -0.1048], [2.3747, -2.1545, 0.4450], [0.7894, -0.9006, -0.9476], [0.3612, 0.5117, -1.2476], [2.8573, -0.4984, -0.7755], [2.0012, -0.0621, 0.6742], [3.3166, -2.1254, 0.8150], [1.8152, -2.2631, 1.2913], [-0.0309, -1.3553, -0.3988], [1.0077, -1.4318, -1.8690], [-0.2416, 0.5292, -2.0722], [-0.2267, 0.9643, -0.4645], [1.1748, 1.1025, -1.4387]]
}

It is (A) that is most stable; the runner-up trails by 17.9 kJ/mol.

(A)
{
  "formula": "C4H14N3",
  "method": "ωB97M-V with the def2-TZVPD basis set",
  "gap_ev": 10.76,
  "e_homo_ev": -13.66,
  "molar_mass_g_mol": 104.18,
  "lumo_energy_ev": -2.90,
  "total_charge": 1,
  "multiplicity": 1,
  "species": ["C", "C", "C", "C", "N", "N", "N", "H", "H", "H", "H", "H", "H", "H", "H", "H", "H", "H", "H", "H", "H"],
  "xyz": [[-2.0888, -1.6508, 0.2854], [2.4687, 1.1913, 0.0117], [1.9231, -1.1379, -0.4212], [-1.9203, 0.4209, 0.0150], [-3.0952, 0.9704, -0.1435], [-0.7672, 0.9693, 0.0301], [1.6369, 0.0473, 0.3858], [-2.0068, -1.7379, 1.3532], [-3.0595, -1.8551, -0.1262], [-1.2589, -2.0243, -0.2825], [2.2356, 2.0341, 0.6589], [3.5358, 0.9711, 0.0960], [2.2574, 1.4694, -1.0202], [2.9836, -1.4013, -0.4084], [1.3510, -1.9799, -0.0384], [1.6289, -0.9424, -1.4517], [-3.9357, 0.4164, -0.1322], [-3.1987, 1.9698, -0.2814], [-0.7124, 1.9758, -0.0959], [0.2179, 0.4621, 0.1992], [1.8046, -0.1683, 1.3662]]
}

(B)
{
  "formula": "C4H14N3",
  "method": "ωB97M-V with the def2-TZVPD basis set",
  "gap_ev": 9.85,
  "e_homo_ev": -12.96,
  "molar_mass_g_mol": 104.18,
  "lumo_energy_ev": -3.11,
  "total_charge": 1,
  "multiplicity": 1,
  "species": ["N", "C", "C", "N", "H", "H", "H", "H", "H", "H", "H", "H", "H", "C", "C", "N", "H", "H", "H", "H", "H"],
  "xyz": [[-1.2868, 0.0350, 0.6619], [-1.5209, -0.5273, -0.7500], [-0.4471, -1.6375, -0.9711], [-0.4133, -2.0978, -2.4120], [-0.6725, -0.4930, 1.3327], [-0.7219, 0.9317, 0.5724], [-2.1812, 0.2282, 1.1472], [-2.5001, -1.0126, -0.7708], [-1.2951, 0.2445, -1.4988], [0.5082, -1.1921, -0.5912], [-0.7384, -2.5073, -0.3568], [-0.0806, -1.3116, -2.9727], [0.3774, -2.7456, -2.4142], [0.7915, 2.5038, 0.6641], [1.5589, 1.4074, 0.7992], [1.4326, 0.5316, 1.8829], [0.0954, 2.8397, 1.4481], [0.9007, 3.1516, -0.1875], [2.4111, 1.2767, 0.0662], [1.1664, 0.8990, 2.8192], [2.3083, -0.0697, 2.0230]]
}

It is (B) that is most stable; the runner-up trails by 11.8 kJ/mol.

(A)
{
  "formula": "C4H7NOS",
  "method": "ωB97M-V with the def2-TZVPD basis set",
  "gap_ev": 10.00,
  "e_homo_ev": -9.31,
  "molar_mass_g_mol": 117.17,
  "lumo_energy_ev": 0.68,
  "total_charge": 0,
  "multiplicity": 1,
  "species": ["C", "C", "C", "C", "H", "H", "H", "H", "H", "H", "H", "N", "O", "S"],
  "xyz": [[-0.0859, 0.5474, 1.3679], [-0.0951, -0.0426, -0.0340], [0.7420, 0.7328, -1.1089], [0.7457, -1.2978, -0.1536], [0.9033, 0.8758, 1.6946], [-0.5010, -0.1383, 2.0761], [-0.6390, 1.5108, 1.3431], [-1.6650, -0.6556, -1.3140], [-1.8833, -0.9456, 0.2803], [1.1106, 1.7700, -0.8402], [0.3361, 0.8317, -2.0787], [-1.5120, -0.2319, -0.3555], [0.4956, -2.4124, 0.1773], [2.0480, -0.5443, -1.0544]]
}

(B)
{
  "formula": "C4H7NOS",
  "method": "ωB97M-V with the def2-TZVPD basis set",
  "gap_ev": [8.07, 7.95],
  "e_homo_ev": [-9.21, -9.19],
  "molar_mass_g_mol": 117.17,
  "lumo_energy_ev": [-1.14, -1.24],
  "total_charge": 0,
  "multiplicity": 1,
  "species": ["C", "C", "C", "C", "N", "O", "S", "H", "H", "H", "H", "H", "H", "H"],
  "xyz": [[3.3294, 0.2800, 0.2697], [2.1349, -0.1246, 0.9144], [0.2537, 0.2256, -1.4745], [-0.4269, -0.8703, 1.1088], [4.2687, 0.7577, -0.2293], [1.2444, -2.0442, -0.6023], [0.8814, -0.7510, -0.0690], [1.5220, 1.7879, 0.7592], [0.2548, -0.3897, -2.4565], [-0.7430, 0.4900, -1.0517], [0.8384, 1.0397, -1.5212], [-0.1042, -1.6573, 1.7545], [-0.5739, 0.0011, 1.8687], [-1.3310, -1.0456, 0.5252]]
}

It is (A) that is most stable; the runner-up trails by 679.2 kJ/mol.

(A)
{
  "formula": "C4H12NPS",
  "method": "ωB97M-V with the def2-TZVPD basis set",
  "gap_ev": 8.47,
  "e_homo_ev": -8.45,
  "molar_mass_g_mol": 137.19,
  "lumo_energy_ev": 0.02,
  "total_charge": 0,
  "multiplicity": 1,
  "species": ["C", "C", "C", "C", "N", "P", "S", "H", "H", "H", "H", "H", "H", "H", "H", "H", "H", "H", "H"],
  "xyz": [[2.4598, -0.8469, -1.0396], [-1.5419, 0.6246, -1.1932], [-1.7693, 1.4012, 1.5166], [1.6165, -1.2414, 0.1729], [1.0095, -0.0874, 0.8472], [-1.3353, -0.0666, 0.5186], [-2.2420, -1.6744, 1.0312], [3.0679, -0.1010, -0.7429], [3.1514, -1.6046, -1.3255], [1.6846, -0.5850, -1.7837], [-2.0967, 1.5927, -1.1947], [-0.5498, 0.6656, -1.6783], [-2.2626, -0.0574, -1.7594], [-2.7088, 1.8575, 1.1379], [-2.0094, 1.0379, 2.5729], [-0.7845, 2.1121, 1.5434], [0.8485, -1.9261, -0.0039], [2.2223, -1.9259, 0.9218], [1.2400, 0.8250, 0.4588]]
}

(B)
{
  "formula": "C4H12NPS",
  "method": "ωB97M-V with the def2-TZVPD basis set",
  "gap_ev": 8.15,
  "e_homo_ev": -7.63,
  "smiles": "C[NH+](C)[S-].[H]/P=C/C",
  "molar_mass_g_mol": 137.19,
  "lumo_energy_ev": 0.52,
  "total_charge": 0,
  "multiplicity": 1,
  "species": ["C", "C", "C", "C", "N", "P", "S", "H", "H", "H", "H", "H", "H", "H", "H", "H", "H", "H", "H"],
  "xyz": [[-3.8011, -0.8422, -0.5558], [2.2163, 0.2626, 1.4334], [2.2090, -0.7285, -0.8237], [-2.9860, 0.3955, -0.2230], [2.6147, 0.4335, 0.0308], [-1.3761, 0.3055, 0.2991], [1.9410, 1.9409, -0.7344], [-4.5720, -0.7859, 0.1059], [-3.2961, -1.7068, -0.3484], [-4.2926, -0.7449, -1.4597], [1.1554, 0.6988, 1.4290], [2.2921, -0.7494, 1.8338], [3.0606, 0.8109, 1.9172], [1.2040, -0.6410, -1.0355], [2.7811, -0.6593, -1.8165], [2.2014, -1.5295, -0.2088], [-3.6692, 1.3315, -0.2858], [-1.2564, 1.7856, 0.6225], [3.5742, 0.4228, -0.1802]]
}

It is (A) that is most stable; the runner-up trails by 212.9 kJ/mol.